Entry from the OMol25 dataset: the molecule C17H12Br8O in a non-equilibrium geometry (ωB97M-V/def2-TZVPD).

Each line ends with the Mulliken charge.
Cartesian coordinates (Å):
1 Br -3.084 3.344 -1.584  -0.09
2 C -3.708 1.522 -1.202  -1.74
3 C -2.509 0.627 -0.923  0.51
4 C -2.063 0.465 0.411  -0.13
5 Br -2.854 1.606 1.764  -0.12
6 C -1.045 -0.452 0.740  0.61
7 C -0.519 -0.495 2.202  -1.75
8 O 0.122 0.773 2.537  -0.33
9 C 1.495 0.790 2.316  0.79
10 C 2.002 1.546 1.248  0.00
11 Br 0.842 2.550 0.104  -0.10
12 C 3.405 1.667 1.117  -0.43
13 C 4.262 1.080 2.049  -0.13
14 Br 6.113 1.355 1.864  -0.17
15 C 3.751 0.356 3.112  -0.27
16 C 2.374 0.209 3.251  -0.11
17 Br 1.738 -0.769 4.764  -0.15
18 C -0.480 -1.250 -0.300  1.01
19 C 0.497 -2.378 0.040  -1.35
20 Br 2.420 -1.836 0.038  -0.09
21 C -0.833 -1.043 -1.662  -0.06
22 C -0.159 -1.817 -2.782  -1.08
23 Br 1.535 -0.910 -3.205  -0.09
24 C -1.836 -0.060 -1.978  1.13
25 C -2.196 0.244 -3.417  -1.51
26 Br -3.514 -0.924 -4.290  -0.10
27 H -4.385 1.535 -0.336  0.66
28 H -4.287 1.125 -2.048  0.49
29 H 0.154 -1.335 2.429  0.37
30 H -1.408 -0.575 2.849  0.46
31 H 3.865 2.279 0.341  0.41
32 H 4.434 -0.073 3.830  0.43
33 H 0.372 -3.223 -0.617  0.52
34 H 0.236 -2.816 0.998  0.56
35 H -0.019 -2.876 -2.463  0.38
36 H -0.775 -1.804 -3.680  0.53
37 H -2.642 1.283 -3.463  0.41
38 H -1.303 0.278 -4.055  0.55

Values from the calculation:
relative energy (zero: lowest compared OMol25 entry of this formula, charge and spin): 0.0 kJ/mol
HOMO-LUMO gap: 0.3237 hartree
calculated total energy: -21322.36295 a.u.
SMILES: BrCc1c(Br)c(COc2c(Br)cc(Br)cc2Br)c(CBr)c(CBr)c1CBr
total charge: 0

---

Entry from the OMol25 dataset: a structure of composition C21H15Br2N4O2V in a non-equilibrium geometry (ωB97M-V/def2-TZVPD).

Each line ends with the Mulliken charge.
Cartesian coordinates (Å):
1 V -1.216 0.778 -0.590  0.96
2 C -0.164 3.272 -2.460  -1.27
3 C -0.596 3.858 -1.116  0.69
4 C -0.524 5.218 -0.753  -0.71
5 C -0.721 5.601 0.493  -0.64
6 C -1.027 4.606 1.469  0.90
7 C -1.070 4.805 2.858  -0.19
8 Br -0.734 6.538 3.541  -0.21
9 C -1.437 3.768 3.661  -0.23
10 C -1.655 2.453 3.193  -0.50
11 Br -2.102 0.959 4.237  -0.15
12 C -1.384 2.113 1.858  0.53
13 O -1.130 0.913 1.350  -0.65
14 C -1.140 3.257 1.019  0.33
15 N -0.790 2.945 -0.224  -0.27
16 H -0.556 2.243 -2.499  0.26
17 H 0.952 3.245 -2.544  0.19
18 H -0.506 3.877 -3.308  0.46
19 H -0.348 5.965 -1.497  0.43
20 H -0.606 6.651 0.808  0.31
21 H -1.463 4.002 4.689  0.48
22 C 3.020 -0.759 -1.112  -0.89
23 C 1.859 0.036 -1.102  0.06
24 N 0.684 -0.369 -0.532  0.16
25 C 0.694 -1.567 0.129  -0.35
26 C 1.817 -2.325 0.307  0.15
27 C 3.015 -1.935 -0.350  -0.22
28 C 1.790 -3.579 1.090  -0.80
29 C 1.075 -4.720 0.870  -0.66
30 C 0.262 -4.978 -0.293  1.06
31 C -0.468 -6.192 -0.409  -0.68
32 C -1.253 -6.447 -1.518  -0.21
33 N -1.375 -5.505 -2.448  -0.57
34 C -0.629 -4.401 -2.265  -0.14
35 N 0.129 -4.011 -1.233  -0.25
36 H 3.887 -0.312 -1.630  0.35
37 H 1.818 1.027 -1.560  0.18
38 H -0.246 -1.826 0.495  0.71
39 H 3.905 -2.621 -0.305  0.39
40 H 2.463 -3.491 1.961  0.40
41 H 1.128 -5.469 1.643  0.34
42 H -0.281 -7.030 0.284  0.29
43 H -1.844 -7.326 -1.624  0.43
44 H -0.775 -3.716 -3.063  0.46
45 O -2.459 0.448 -1.521  -0.91

Values from the calculation:
⟨S²⟩: 2.02
HOMO-LUMO gap (alpha / beta): 0.2364 / 0.2598 hartree
calculated total energy: -7270.80144 a.u.
2S+1: 3
total charge: 0

---

Entry from the OMol25 dataset: the molecule C2H3ClS in a non-equilibrium geometry (ωB97M-V/def2-TZVPD).

Each line ends with the Mulliken charge.
Cartesian coordinates (Å):
1 S -2.018 -0.201 -0.161  -0.22
2 C -0.662 0.186 0.534  -0.24
3 C 0.520 0.800 -0.134  -0.23
4 Cl 1.907 -0.318 -0.046  -0.18
5 H -0.633 -0.124 1.581  0.31
6 H 0.825 1.627 0.516  0.23
7 H 0.533 1.194 -1.139  0.33

Values from the calculation:
relative energy (zero: lowest compared OMol25 entry of this formula, charge and spin): 29.9 kJ/mol
HOMO-LUMO gap: 0.3136 hartree
calculated total energy: -936.34544 a.u.
SMILES: S=CCCl
total charge: 0

---

Entry from the OMol25 dataset: a cluster of 6 separate species, C6H10Cl12N2O4 in total in a non-equilibrium geometry (ωB97M-V/def2-TZVPD).

Each line ends with the Mulliken charge.
Cartesian coordinates (Å):
1 C -2.150 -3.426 -2.183  -0.61
2 N -0.749 -3.574 -1.745  0.93
3 O -0.121 -4.549 -2.126  -0.53
4 O -0.309 -2.757 -0.965  -0.52
5 H -2.173 -3.282 -3.271  0.28
6 H -2.677 -2.620 -1.674  0.15
7 H -2.571 -4.394 -1.894  0.31
8 C 2.050 -1.363 0.598  -0.85
9 N 1.395 -0.078 0.996  0.72
10 O 1.202 0.075 2.188  -0.46
11 O 0.918 0.602 0.106  -0.30
12 H 1.359 -2.192 0.679  0.27
13 H 2.780 -1.647 1.358  0.32
14 H 2.552 -1.327 -0.383  0.30
15 Cl 1.251 4.396 -2.023  -0.16
16 C 1.651 2.546 -2.349  0.71
17 Cl 3.407 2.153 -2.437  -0.11
18 Cl 0.898 2.023 -3.853  -0.12
19 H 1.224 2.025 -1.557  -0.25
20 Cl -1.364 -2.267 1.988  -0.08
21 C -1.544 -1.200 3.385  0.13
22 Cl -2.312 -2.045 4.796  -0.15
23 Cl -2.484 0.259 2.904  -0.09
24 H -0.584 -0.832 3.687  0.21
25 Cl -2.738 1.520 -2.034  -0.13
26 C -3.195 1.173 -0.314  0.58
27 Cl -4.198 -0.319 -0.373  -0.14
28 Cl -4.057 2.390 0.572  -0.10
29 H -2.286 0.921 0.170  -0.25
30 Cl 3.885 2.158 1.063  -0.14
31 C 2.980 3.633 1.041  0.31
32 Cl 3.650 4.807 2.063  -0.13
33 Cl 1.278 3.323 1.580  -0.11
34 H 3.029 3.868 0.006  0.01

Values from the calculation:
HOMO-LUMO gap: 0.3913 hartree
calculated total energy: -6167.16494 a.u.
SMILES: C[N+](=O)[O-].C[N+](=O)[O-].ClC(Cl)Cl.ClC(Cl)Cl.ClC(Cl)Cl.ClC(Cl)Cl
total charge: 0

---

Entry from the OMol25 dataset: a structure of composition C4H5BiLiO2 in a non-equilibrium geometry (ωB97M-V/def2-TZVPD).

Each line ends with the Mulliken charge.
Cartesian coordinates (Å):
1 H 2.090 0.639 0.881  0.38
2 C 1.303 1.363 0.605  0.35
3 C 0.605 1.161 -0.623  -0.24
4 O 1.002 2.272 1.393  -0.39
5 Li 1.709 3.197 2.821  0.96
6 H 1.019 0.462 -1.352  0.42
7 H -0.093 1.928 -0.962  0.40
8 C -1.704 -0.744 -0.271  -1.15
9 C -1.129 -1.910 -0.410  1.21
10 O -0.427 -2.823 -0.688  -0.37
11 Bi -0.184 -4.799 -0.985  1.56
12 H -2.197 -0.311 -1.145  0.43
13 H -1.994 -0.437 0.737  0.43

Values from the calculation:
⟨S²⟩: 0.75
HOMO-LUMO gap (alpha / beta): 0.1786 / 0.2455 hartree
calculated total energy: -526.01264 a.u.
2S+1: 2
total charge: +4

---

Entry from the OMol25 dataset: the molecule C4H6FNS in a non-equilibrium geometry (ωB97M-V/def2-TZVPD).

Each line ends with the Mulliken charge.
Cartesian coordinates (Å):
1 C -0.218 1.353 -0.019  -0.79
2 N -0.530 -0.049 -0.055  0.08
3 C -1.788 -0.628 0.053  0.04
4 S -3.198 0.176 -0.038  -0.35
5 C 0.578 -0.921 -0.054  -0.20
6 C 1.871 -0.594 -0.022  -0.11
7 F 2.375 0.667 -0.008  -0.23
8 H -1.150 1.919 0.102  0.26
9 H 0.436 1.532 0.868  0.31
10 H 0.396 1.611 -0.880  0.30
11 H -1.734 -1.702 0.173  0.18
12 H 0.385 -1.958 -0.113  0.17
13 H 2.576 -1.407 -0.006  0.33

Values from the calculation:
relative energy (zero: lowest compared OMol25 entry of this formula, charge and spin): 120.7 kJ/mol
HOMO-LUMO gap: 0.3285 hartree
calculated total energy: -708.77595 a.u.
SMILES: CN(C=S)/C=C\F
total charge: 0

---

Entry from the OMol25 dataset: a cluster of 4 separate species, C4H14O3 in total in a non-equilibrium geometry (ωB97M-V/def2-TZVPD).

Each line ends with the Mulliken charge.
Cartesian coordinates (Å):
1 C -0.513 1.576 1.561  -1.30
2 C -1.093 1.071 0.297  -0.52
3 C -0.924 -0.216 -0.162  0.66
4 C -2.045 -0.958 -0.745  -1.20
5 H -0.808 2.665 1.730  0.36
6 H -0.984 1.282 2.508  0.38
7 H 0.540 1.355 1.776  0.33
8 H -1.943 1.715 0.024  0.18
9 H -0.306 -0.869 0.448  0.25
10 H -2.337 -0.158 -1.463  0.30
11 H -2.948 -1.318 -0.173  0.26
12 H -1.599 -1.927 -1.126  0.27
13 O 2.601 -0.790 -0.891  -0.62
14 H 2.135 -0.095 -1.427  0.35
15 H 3.358 -0.249 -0.768  0.29
16 O 1.270 1.978 -1.576  -0.69
17 H 0.439 1.501 -1.761  0.36
18 H 1.054 2.208 -0.666  0.34
19 O 0.996 -3.063 0.895  -0.65
20 H 1.271 -2.304 0.295  0.34
21 H 1.839 -3.406 1.224  0.31

Values from the calculation:
relative energy (zero: lowest compared OMol25 entry of this formula, charge and spin): 240.7 kJ/mol
HOMO-LUMO gap: 0.3612 hartree
calculated total energy: -386.43511 a.u.
SMILES: C/C=C/C.O.O.O
total charge: 0

---

Entry from the OMol25 dataset: a structure of composition C35H35F6N2OPTeYb in a non-equilibrium geometry (ωB97M-V/def2-TZVPD).

Each line ends with the Mulliken charge.
Cartesian coordinates (Å):
1 Yb -0.464 -0.495 0.188  0.66
2 C -0.175 1.806 1.821  -0.84
3 C 1.217 1.765 1.747  -0.20
4 C 1.872 2.373 0.683  -0.36
5 C 1.143 3.023 -0.303  -0.50
6 C -0.243 3.057 -0.241  -0.36
7 C -0.907 2.452 0.819  -0.26
8 H -0.686 1.413 2.693  0.43
9 H 1.786 1.292 2.537  0.48
10 H 2.952 2.346 0.631  0.44
11 H 1.657 3.498 -1.127  0.44
12 H -0.809 3.567 -1.009  0.45
13 H -1.984 2.520 0.897  0.48
14 N -10.696 -1.613 0.196  -0.47
15 C -9.565 -1.417 0.237  -0.09
16 C -8.145 -1.183 0.274  0.49
17 C -7.627 -0.104 0.984  -0.69
18 C -6.261 0.109 1.011  -0.75
19 C -5.398 -0.748 0.327  0.20
20 C -5.928 -1.830 -0.382  0.20
21 C -7.292 -2.049 -0.408  -0.87
22 C -3.980 -0.540 0.355  0.20
23 C -2.769 -0.402 0.360  -0.63
24 H -8.296 0.560 1.513  0.49
25 H -5.853 0.944 1.565  0.51
26 H -5.260 -2.498 -0.912  0.39
27 H -7.705 -2.891 -0.946  0.52
28 F 1.694 -0.907 0.671  -0.33
29 P 1.379 -2.227 1.683  1.70
30 F 0.857 -3.409 2.557  -0.35
31 F 0.275 -2.624 0.463  -0.49
32 F 2.494 -3.050 0.964  -0.38
33 F 0.084 -1.251 2.224  -0.43
34 F 2.303 -1.615 2.780  -0.29
35 C 1.292 -0.722 -3.522  -1.54
36 C 0.371 -0.646 -2.337  0.92
37 O 0.495 0.340 -1.536  -0.27
38 N -0.552 -1.543 -2.007  0.42
39 Te -0.804 -3.144 -3.156  0.97
40 C -2.856 -3.090 -3.642  0.26
41 C -3.412 -4.326 -3.978  0.79
42 C -2.637 -5.620 -4.019  -1.93
43 C -4.759 -4.364 -4.316  -1.00
44 C -5.539 -3.215 -4.367  0.43
45 C -6.991 -3.276 -4.737  -1.49
46 C -4.926 -1.997 -4.093  -0.95
47 C -3.590 -1.892 -3.734  1.22
48 C -3.028 -0.520 -3.483  -1.29
49 C -0.769 -4.603 -1.654  1.06
50 C 0.283 -5.525 -1.720  0.12
51 C 1.383 -5.515 -2.753  -1.88
52 C 0.302 -6.547 -0.777  -0.96
53 C -0.679 -6.670 0.196  0.51
54 C -0.626 -7.768 1.218  -1.58
55 C -1.705 -5.733 0.222  -0.81
56 C -1.776 -4.687 -0.684  0.63
57 C -2.918 -3.718 -0.538  -1.48
58 H 1.915 0.166 -3.548  0.42
59 H 0.730 -0.790 -4.455  0.36
60 H 1.936 -1.601 -3.445  0.33
61 H -1.593 -5.495 -4.319  0.27
62 H -3.087 -6.292 -4.748  0.61
63 H -2.638 -6.122 -3.050  0.29
64 H -5.203 -5.319 -4.574  0.46
65 H -7.264 -4.256 -5.124  0.39
66 H -7.231 -2.528 -5.493  0.39
67 H -7.621 -3.069 -3.870  0.25
68 H -5.510 -1.086 -4.166  0.41
69 H -3.747 0.232 -3.804  0.49
70 H -2.105 -0.348 -4.042  0.24
71 H -2.825 -0.359 -2.425  0.11
72 H 1.617 -4.526 -3.145  0.23
73 H 1.127 -6.155 -3.601  0.34
74 H 2.301 -5.907 -2.317  0.51
75 H 1.116 -7.263 -0.806  0.41
76 H 0.143 -8.500 0.979  0.41
77 H -1.585 -8.283 1.284  0.37
78 H -0.408 -7.357 2.205  0.32
79 H -2.471 -5.806 0.987  0.52
80 H -3.863 -4.199 -0.801  0.56
81 H -2.825 -2.821 -1.144  -0.39
82 H -3.001 -3.392 0.499  0.78

Values from the calculation:
relative energy (zero: lowest compared OMol25 entry of this formula, charge and spin): 0.0 kJ/mol
⟨S²⟩: 0.75
HOMO-LUMO gap (alpha / beta): 0.2933 / 0.2889 hartree
calculated total energy: -3906.76869 a.u.
2S+1: 2
total charge: +1

---

Molecular weight, respectively: 871.51 566.13 94.57 599.59 301.00 119.16 110.15 945.28 g/mol.